{"formula": "C4H10NO2", "method": "ωB97M-V/def2-TZVPD", "symbols": ["H", "O", "C", "H", "H", "H", "H", "H", "C", "O", "H", "C", "C", "H", "H", "H", "N"], "positions_angstrom": [[-3.2952, 0.4590, -0.4586], [-2.6612, -1.4716, 0.2064], [0.3671, 0.4240, 1.3226], [-0.3534, -0.0361, 1.8932], [0.4776, -1.6353, -1.3943], [0.1742, 1.4681, 1.3815], [0.1874, -1.8949, 0.4383], [1.7321, -1.1674, -0.1574], [0.6433, -1.3147, -0.3585], [-0.9910, 0.3988, -0.5980], [0.9608, 2.0485, -0.3135], [-2.7003, -0.3957, -0.1117], [1.0976, 1.0452, -0.8340], [1.3290, 0.2110, 1.6781], [0.6997, 1.1268, -1.8476], [2.1325, 0.6676, -0.7172], [0.2000, 0.0666, -0.1291]], "nbo_charge": [0.258, -0.333, -0.408, 0.217, 0.252, 0.229, 0.230, 0.223, -0.417, -0.588, 0.236, 0.724, -0.405, 0.230, 0.253, 0.222, 0.079], "orbital_gap_ha": 0.3964, "total_energy_ha": -363.253274, "charge": 1, "fmax_ha_per_bohr": 0.0937, "spin_multiplicity": 1}

{"formula": "C10H16", "method": "ωB97M-V/def2-TZVPD", "symbols": ["H", "H", "C", "C", "C", "H", "H", "H", "H", "H", "C", "H", "H", "H", "C", "H", "C", "C", "C", "H", "H", "H", "C", "C", "H", "H"], "positions_angstrom": [[0.4353, 3.3136, -0.8705], [-0.9890, 3.5165, 1.3712], [-0.1985, -1.2581, 1.6342], [0.0613, 2.2981, -0.9908], [-1.3262, -1.4862, 0.8715], [-2.0795, -2.4952, -0.8986], [0.7488, 1.5384, -0.6193], [0.1521, -2.5619, -1.9847], [-1.9425, 2.0945, 1.8117], [-0.2181, -0.9056, 2.6572], [-1.2246, -2.0880, -0.3743], [-2.2820, -1.1979, 1.2686], [-0.1938, 1.9242, 1.5798], [3.2649, -1.2165, -0.4829], [2.5074, -1.8150, -0.9848], [1.9511, -1.0190, 1.5197], [-1.2817, 2.1737, -0.2797], [1.1643, -1.7490, -0.3114], [-1.0875, 2.4410, 1.2282], [-1.9606, 2.9711, -0.6006], [2.4297, -1.5042, -2.0261], [2.8557, -2.8458, -1.0102], [0.0211, -2.1894, -0.9753], [1.0449, -1.3189, 1.0038], [-1.8062, 1.2374, -0.4687], [-0.0464, 2.1420, -2.0683]], "nbo_charge": [0.201, 0.200, -0.203, -0.608, -0.224, 0.215, 0.206, 0.208, 0.204, 0.216, -0.205, 0.212, 0.200, 0.216, -0.632, 0.207, -0.394, -0.008, -0.604, 0.189, 0.217, 0.220, -0.218, -0.221, 0.201, 0.205], "orbital_gap_ha": 0.3674, "total_energy_ha": -390.623605, "fmax_ha_per_bohr": 0.0266, "smiles": "Cc1ccccc1.CCC", "spin_multiplicity": 1}

{"formula": "C40H43ClO21", "method": "ωB97M-V/def2-TZVPD", "symbols": ["C", "O", "C", "O", "C", "C", "C", "H", "H", "O", "C", "O", "C", "H", "C", "C", "C", "H", "H", "H", "H", "C", "O", "C", "C", "H", "O", "O", "O", "H", "H", "C", "H", "O", "H", "H", "O", "O", "H", "H", "O", "C", "C", "H", "H", "C", "H", "H", "C", "O", "H", "C", "H", "O", "O", "H", "H", "O", "C", "Cl", "H", "C", "C", "H", "O", "H", "O", "H", "H", "H", "C", "C", "C", "H", "H", "C", "H", "H", "H", "C", "C", "O", "O", "H", "H", "O", "H", "C", "C", "C", "H", "C", "H", "C", "C", "H", "H", "C", "C", "C", "H", "C", "C", "H", "C"], "positions_angstrom": [[0.2906, -12.9192, 5.4834], [1.5523, -9.7382, 4.5504], [0.1709, -3.8514, 4.7328], [0.8010, 1.7578, -3.5038], [-7.0264, 6.2105, -8.4944], [5.1191, 1.9425, -1.1007], [1.8950, -11.7696, 3.4273], [4.0049, -1.3470, -0.3331], [4.3428, 1.7945, 3.4643], [0.6835, -14.9592, 4.3942], [1.8627, -0.7455, 2.8508], [0.0428, 9.0624, -3.1070], [-1.4381, 5.6897, -2.8254], [-4.2593, 7.5025, -3.6950], [2.6660, 0.8851, -0.4923], [2.3986, 0.7798, 3.0871], [-0.8482, 8.0352, -3.1025], [-2.5179, -0.0318, 0.3196], [-9.2886, 6.4045, -9.0433], [5.3378, -0.2865, 0.4402], [4.5077, 0.0289, 3.0284], [-2.0294, 0.2119, -0.6776], [-9.4257, 6.3022, -8.0811], [1.6869, -13.0870, 3.3749], [-5.4937, 5.9356, -6.6231], [5.5635, -0.9764, -1.3301], [-1.1280, 4.5394, -2.5610], [-0.9943, -6.8644, 6.2085], [2.7458, -6.2561, 3.4200], [1.0991, -7.6973, 4.8777], [-0.0544, 0.1926, 1.0692], [3.9440, 0.9891, 2.7339], [2.6939, 0.2226, 0.4565], [2.9224, 2.5777, -3.4111], [-0.4780, 9.8572, -3.3351], [2.3496, -1.2602, 1.9592], [0.7746, 3.6668, 1.1805], [-0.4739, -13.5508, 6.4148], [5.2206, 2.2789, -0.0078], [1.9045, 0.3227, -1.1616], [2.9325, 3.3013, 0.6087], [-7.9986, 6.0060, -6.2384], [1.0336, 2.2055, 1.1250], [-4.3760, 5.7208, -5.1271], [-0.4715, -14.4935, 6.1567], [-0.4656, 6.7864, -2.8232], [4.1773, 1.3661, 1.6913], [-2.0809, -5.0278, 6.5319], [1.8177, 2.4615, -2.7981], [-6.4472, 5.7019, -4.4914], [1.6827, 2.8463, 3.2821], [-0.9260, 1.4092, -0.5733], [0.0799, -10.9831, 6.3182], [-7.2307, 6.3421, -9.6890], [2.6373, -11.1329, 2.4803], [-0.0982, 1.1012, -1.2920], [-2.7519, 0.3898, -1.5376], [2.0882, -3.6141, 3.3827], [-5.6756, 6.0948, -7.9361], [-1.0378, -1.2950, -1.1734], [2.0960, -13.7034, 2.5855], [-0.5972, -4.6835, 5.4392], [-6.6488, 5.8662, -5.6819], [2.6402, -10.1912, 2.7417], [-2.5859, 9.5123, -3.6526], [-8.8267, 5.9718, -5.5433], [-1.7013, -4.2382, 6.0989], [-1.1526, 1.6226, 1.6234], [6.1488, 1.5715, -1.4679], [1.0137, 0.7893, -3.4622], [4.0954, 0.7376, -1.1631], [1.6855, 3.1941, -1.3901], [0.8904, -6.6376, 4.8118], [-0.0462, -2.7943, 4.6543], [0.5610, 6.5380, -2.5886], [-0.2808, -6.1375, 5.5389], [-3.2223, 4.1794, -2.9589], [2.1826, -1.3649, 3.7720], [2.3856, 0.8453, 4.2486], [-2.2683, 8.3597, -3.4207], [0.8825, -13.7570, 4.4016], [-3.7423, 4.9734, -3.1927], [2.3355, 5.5128, 1.4009], [3.9391, 0.4712, -2.2785], [0.3816, 1.6165, 3.1390], [-4.2445, 5.8292, -6.0912], [0.7125, -0.8036, 2.8514], [-2.8521, 6.0093, -3.1700], [0.5016, -11.6021, 5.5376], [-3.2353, 7.2572, -3.4456], [-4.8470, 6.1447, -8.6299], [-0.3048, 1.3085, 0.9021], [0.5874, 3.5504, -1.3324], [1.6563, -5.8058, 4.1027], [1.3256, -10.9363, 4.5245], [2.3681, 4.1183, -1.5062], [-1.3809, 2.4352, -0.7850], [2.0990, 2.2956, -0.0829], [1.3862, 1.9259, 2.6429], [4.8272, -0.5832, -0.5359], [4.8594, 2.8678, -1.7111], [1.3557, -4.3481, 4.0256], [-8.1793, 6.1685, -7.5507], [3.1289, -5.4655, 2.9923], [2.0562, 4.3437, 1.1216]], "mulliken_charge": [0.452, -0.535, -0.898, -0.469, 0.982, -1.128, 0.268, 0.303, 0.366, -0.605, -0.943, -0.571, 0.719, 0.552, 0.955, 0.339, 0.261, 0.328, 0.348, 0.192, 0.308, -0.520, -0.565, -0.830, 0.424, 0.427, -0.536, -0.631, -0.583, 0.761, -0.079, -1.018, -1.407, -0.551, 0.343, 0.064, -0.475, -0.562, 0.170, 0.270, -0.500, -1.022, 1.428, 0.149, 0.347, -0.895, -0.028, 0.342, -0.263, -0.541, 0.470, -0.194, 0.464, -0.605, -0.573, -0.022, 0.382, -0.567, -0.846, -0.234, 0.414, 0.425, 0.949, 0.320, -0.612, 0.422, -0.577, 0.554, 0.393, 0.379, 0.235, -0.109, -0.775, 0.437, 0.536, 0.860, 0.262, 0.440, 0.543, 0.847, 0.885, -0.569, -0.580, 0.511, 0.295, -0.514, 0.108, -0.277, -0.932, -0.072, 0.435, -0.775, 0.224, -0.139, 0.832, 0.508, 0.151, 1.306, -1.728, -1.146, 0.231, 1.080, 0.338, 0.334, 0.336], "orbital_gap_ha": 0.2940, "total_energy_ha": -3590.071608, "fmax_ha_per_bohr": 0.0987, "smiles": "CC(C)C[C@@]1(CCCCl)OC(=O)O[C@@]1(CC(=O)O)CC(C)C.O=C1C=C(O)C(=O)C=C1O.O=C1C=C(O)C(=O)C=C1O.O=C1C=C(O)C(=O)C=C1O.O=C1C=C(O)C(=O)C=C1O", "spin_multiplicity": 1}

Table of energy relative to the best compared isomer or geometry (same formula, charge and spin) (kcal/mol), in record order: 114.4, 7.7, 87.6